[1]
The following is a DFT calculation (ωB97M-V/def2-TZVPD) of 3 unconnected molecules or ions with the total composition C7H14O2.

Last column: Löwdin charge in e.
Atoms and positions in Å:
C (-2.10155, 0.27729, -0.80751)  -0.357
C (-2.07249, 0.08450, -2.30152)  -0.062
O (-1.91265, -0.70913, -0.02794)  -0.077
C (-0.38156, 1.52632, -0.67100)  -0.129
C (-0.15825, 2.72633, -0.67735)  0.023
H (-0.65495, -1.08677, -0.14209)  0.071
H (-2.74652, 1.08062, -0.44243)  0.122
H (-2.99231, -0.44684, -2.57261)  0.089
H (-2.03917, 1.03566, -2.82842)  0.079
H (-1.22440, -0.53119, -2.59923)  0.084
H (0.05381, 3.77036, -0.68588)  0.003
C (1.20208, -1.14008, 0.98461)  -0.404
C (2.61734, -0.64389, 0.74940)  -0.044
C (0.51041, -0.46864, 2.16270)  -0.043
O (0.44930, -0.92831, -0.25585)  -0.055
H (0.30900, 0.13287, -0.46119)  0.053
H (1.20338, -2.22407, 1.11786)  0.143
H (2.61869, 0.43496, 0.58088)  0.086
H (3.05875, -1.13336, -0.11930)  0.084
H (3.23736, -0.85612, 1.62228)  0.085
H (1.05297, -0.69514, 3.08268)  0.086
H (0.48739, 0.61358, 2.02582)  0.082
H (-0.51664, -0.81896, 2.26609)  0.080

Summary:
spin multiplicity: 1
maximum force: 0.4 eV/Å
LUMO level: 0.0294 Eh
highest occupied orbital energy: -0.350 Eh
relative energy (zero: lowest compared OMol25 entry of this formula, charge and spin): 437.9 kJ/mol

[2]
The following is a DFT calculation (ωB97M-V/def2-TZVPD) of 2 unconnected molecules or ions with the total composition C14H23N4O4PS at a distorted geometry.

Last column: Löwdin charge in e.
Atoms and positions in Å:
C (0.77253, -1.92177, 2.80064)  -0.035
C (-0.59623, -1.77129, 2.14994)  -0.627
C (-1.54587, -2.82038, 2.72678)  -0.062
C (-1.17191, -0.38649, 2.43892)  -0.046
N (-0.49734, -1.96386, 0.67396)  -0.211
P (-1.87609, -1.78821, -0.31202)  1.197
H (0.89902, 2.36725, -0.68922)  0.042
N (-0.87559, -1.71798, -1.68556)  -0.226
C (-1.40613, -1.21063, -2.98259)  -0.634
C (-0.30107, -1.16549, -4.02343)  -0.046
C (-2.00514, 0.17654, -2.76537)  -0.051
C (-2.50880, -2.14458, -3.46910)  -0.059
C (0.45686, -1.87353, -1.38704)  -0.069
C (0.67203, -2.00604, -0.04107)  -0.075
H (1.48049, -1.16209, 2.44480)  0.082
H (0.66238, -1.80212, 3.88801)  0.105
H (1.17872, -2.92311, 2.61551)  0.098
H (-2.58019, -2.68221, 2.39192)  0.070
H (-1.21524, -3.83061, 2.46090)  0.092
H (-1.53672, -2.74698, 3.82320)  0.097
H (-2.16589, -0.25339, 1.99436)  0.063
H (-1.26139, -0.25853, 3.52665)  0.102
H (-0.50885, 0.40092, 2.05461)  0.100
H (0.11839, -2.16418, -4.18941)  0.097
H (-0.71638, -0.82009, -4.97878)  0.102
H (0.49979, -0.47662, -3.73383)  0.096
H (-2.83197, 0.16402, -2.04557)  0.065
H (-1.25016, 0.88818, -2.40762)  0.095
H (-2.39559, 0.55358, -3.71959)  0.100
H (-3.39561, -2.12556, -2.82800)  0.073
H (-2.82003, -1.83542, -4.47308)  0.096
H (-2.14360, -3.17506, -3.54268)  0.094
H (1.19949, -1.83031, -2.16607)  0.126
H (1.61313, -2.08348, 0.47723)  0.121
O (1.96414, 5.96811, 3.36788)  0.002
N (1.48724, 5.83683, 2.21972)  -0.417
O (0.67370, 6.63673, 1.69136)  -0.050
C (1.82991, 4.73256, 1.40506)  -0.502
C (2.60126, 3.62381, 1.75522)  0.010
C (2.52578, 2.66136, 0.77001)  -0.266
N (2.80761, 1.29909, 0.97876)  -0.394
O (2.41219, 0.46996, 0.11428)  -0.072
O (3.42236, 0.94017, 2.00628)  -0.032
C (1.74873, 2.99767, -0.48299)  -0.417
S (1.06499, 4.63324, -0.15528)  0.958
H (3.14058, 3.55078, 2.68774)  0.130
H (2.37448, 3.03918, -1.38545)  0.078

Summary:
spin multiplicity: 1
maximum force: 2.7 eV/Å
LUMO level: -0.0699 Eh
highest occupied orbital energy: -0.215 Eh